<a>
{"formula": "CH3ClNO2S", "method": "ωB97M-V/def2-TZVPD", "e_homo_ev": [-4.3830, -4.3847], "multiplicity": 1, "charge": -1, "gap_ha": [0.2923, 0.2924], "symbols": ["C", "N", "O", "O", "S", "Cl", "H", "H", "H"], "xyz": [[0.850, 1.033, 0.817], [0.846, 0.232, -0.115], [-1.478, -0.735, 0.645], [-0.981, 0.351, -2.096], [-0.367, -1.003, -0.264], [0.838, -2.651, 1.068], [1.728, 1.788, 0.821], [0.243, 0.996, 1.792], [-1.680, -0.012, -2.667]], "nbo_charge": [-0.02, -0.60, -0.92, -1.12, 1.56, -0.64, 0.15, 0.16, 0.42]}


<b>
{"formula": "CH3ClNO2S", "method": "ωB97M-V/def2-TZVPD", "e_homo_ev": -4.2295, "multiplicity": 1, "charge": -1, "gap_ha": 0.2961, "symbols": ["C", "N", "O", "O", "S", "Cl", "H", "H", "H"], "xyz": [[-0.311, -0.333, 0.750], [0.522, -0.514, -0.408], [1.378, -0.362, -2.682], [0.109, -0.588, 2.140], [0.165, -0.125, -1.895], [-0.546, 2.127, -1.923], [-0.742, 0.653, 0.780], [-1.290, -0.906, 0.847], [0.715, 0.049, 2.391]], "nbo_charge": [0.07, -0.91, -0.95, -0.74, 1.45, -0.66, 0.16, 0.13, 0.45]}


Most stable of them? <b>.


<a>
{"formula": "ClH3O3SSi", "method": "ωB97M-V/def2-TZVPD", "e_homo_ev": -11.1049, "multiplicity": 1, "gap_ha": 0.3839, "symbols": ["O", "O", "O", "Si", "S", "Cl", "H", "H", "H"], "xyz": [[2.385, 0.318, -1.211], [1.709, -1.079, 0.591], [-1.761, -0.977, 0.380], [-1.111, 0.333, -0.324], [2.409, 0.097, 0.190], [0.127, 1.392, 0.984], [-2.025, 1.361, -0.347], [-1.384, -1.301, 1.299], [-0.348, -0.143, -1.562]], "nbo_charge": [-0.85, -0.88, -1.12, 1.43, 1.69, -0.42, -0.22, 0.53, -0.16]}


<b>
{"formula": "ClH3O3SSi", "method": "ωB97M-V/def2-TZVPD", "e_homo_ev": [-10.7051, -10.7047], "multiplicity": 1, "gap_ha": [0.2599, 0.2598], "symbols": ["O", "O", "O", "Si", "S", "Cl", "H", "H", "H"], "xyz": [[1.481, 1.642, -0.806], [2.060, 1.538, 1.563], [-0.309, -0.140, 0.683], [-1.522, -0.547, -0.217], [1.562, 0.886, 0.400], [2.748, -0.908, 0.133], [-2.825, 0.175, -0.018], [-1.242, -0.573, -1.643], [-1.952, -2.073, -0.096]], "nbo_charge": [-0.79, -0.78, -1.08, 1.22, 2.16, -0.13, -0.20, -0.21, -0.19]}


Most stable of them? <a>.


<a>
{"formula": "C2HBrClNO2", "method": "ωB97M-V/def2-TZVPD", "e_homo_ev": [-9.6256, -9.3510], "multiplicity": 1, "smiles": "O=[N+]([O-])/C=C(/Cl)Br", "gap_ha": [0.2892, 0.2727], "symbols": ["C", "C", "N", "O", "O", "Cl", "Br", "H"], "xyz": [[0.580, -0.233, 0.026], [-1.005, -0.913, -0.027], [0.806, 1.114, 0.016], [1.989, 1.431, -0.024], [-0.130, 1.898, 0.053], [-1.168, -2.562, -0.019], [-2.452, 0.207, -0.011], [1.380, -0.942, -0.013]], "nbo_charge": [-0.11, -0.20, 0.44, -0.40, -0.41, 0.17, 0.27, 0.23]}


<b>
{"formula": "C2HBrClNO2", "method": "ωB97M-V/def2-TZVPD", "e_homo_ev": -10.4699, "multiplicity": 1, "gap_ha": 0.3545, "symbols": ["C", "C", "N", "O", "O", "Cl", "Br", "H"], "xyz": [[-0.499, 0.270, -0.046], [-0.684, 1.636, -0.183], [-1.567, -0.742, 0.195], [-2.733, -0.553, 0.020], [-1.140, -1.762, 0.639], [0.514, 2.756, 0.022], [-2.433, 2.482, -0.360], [0.358, -0.277, 0.116]], "nbo_charge": [-0.18, -0.13, 0.53, -0.36, -0.37, 0.14, 0.14, 0.24]}


Most stable of them? <b>.


<a>
{"formula": "C6H9NO4S", "method": "ωB97M-V/def2-TZVPD", "e_homo_ev": [-8.6818, -8.9157], "multiplicity": 1, "gap_ha": [0.2863, 0.2780], "symbols": ["C", "C", "C", "C", "C", "C", "N", "O", "O", "O", "O", "S", "H", "H", "H", "H", "H", "H", "H", "H", "H"], "xyz": [[-0.965, -0.380, 1.453], [1.252, 1.125, 1.259], [0.545, 1.029, -1.596], [1.568, 0.018, -1.840], [-0.073, 0.485, 0.714], [-1.938, -1.100, 0.580], [1.300, 1.074, 2.562], [-0.833, -0.616, 2.655], [2.061, 1.810, 0.643], [2.348, 1.073, -4.156], [-0.358, 0.518, -0.595], [2.887, 0.854, -2.815], [1.004, 2.010, -1.384], [-0.176, 1.197, -2.389], [2.007, -0.258, -0.926], [1.203, -0.784, -2.402], [-1.357, -1.713, -0.029], [-2.686, -0.600, -0.186], [-2.465, -1.956, 1.174], [0.702, 0.381, 3.105], [2.010, 1.606, 2.932]], "nbo_charge": [0.45, 0.59, -0.09, -0.63, 0.20, -0.72, -0.79, -0.56, -0.65, -0.80, -0.45, 0.96, 0.23, 0.21, 0.24, 0.23, 0.23, 0.26, 0.24, 0.44, 0.40]}


<b>
{"formula": "C6H9NO4S", "method": "ωB97M-V/def2-TZVPD", "e_homo_ev": [-8.8744, -9.0121], "multiplicity": 1, "gap_ha": [0.2021, 0.2063], "symbols": ["C", "C", "C", "C", "C", "C", "N", "O", "O", "O", "O", "S", "H", "H", "H", "H", "H", "H", "H", "H", "H"], "xyz": [[0.365, 1.278, 1.206], [-0.566, -1.123, 1.424], [0.538, -0.546, -2.239], [-0.104, 0.873, -2.061], [-0.443, 0.195, 0.796], [1.451, 1.050, 2.205], [-1.471, -1.937, 0.932], [0.150, 2.373, 0.634], [0.206, -1.455, 2.287], [-2.234, -0.241, -1.219], [1.403, -0.865, -1.311], [-1.241, 0.719, -0.679], [-0.276, -1.313, -2.587], [1.026, -0.377, -3.175], [0.483, 1.690, -1.866], [-0.727, 1.183, -2.833], [1.814, 1.977, 2.357], [2.214, 0.403, 1.848], [0.919, 0.434, 2.951], [-1.877, -1.464, 0.175], [-1.630, -2.855, 1.155]], "nbo_charge": [0.53, 0.61, -0.07, -0.54, -0.34, -0.70, -0.77, -0.57, -0.59, -0.92, -0.57, 1.47, 0.15, 0.23, 0.24, 0.24, 0.23, 0.26, 0.27, 0.40, 0.41]}


Most stable of them? <a>.


<a>
{"formula": "C5H11N2O2", "method": "ωB97M-V/def2-TZVPD", "e_homo_ev": -12.9863, "multiplicity": 1, "charge": 1, "gap_ha": 0.3463, "symbols": ["C", "C", "C", "C", "C", "N", "N", "O", "O", "H", "H", "H", "H", "H", "H", "H", "H", "H", "H", "H"], "xyz": [[-0.740, -0.239, 0.115], [1.693, 1.030, 1.068], [-2.381, -1.953, 0.303], [-2.133, -0.579, -1.784], [3.727, 1.972, 0.840], [-1.740, -0.879, -0.461], [0.231, 0.380, -0.445], [1.369, 0.546, 2.052], [2.432, 1.723, 0.330], [-0.769, -0.176, 1.281], [-3.288, -2.293, -0.355], [-1.655, -2.753, 0.384], [-2.626, -1.657, 1.270], [-2.645, -1.418, -2.198], [-2.923, 0.198, -1.698], [-1.303, -0.274, -2.519], [4.314, 1.028, 0.727], [3.692, 1.949, 1.902], [4.117, 2.894, 0.490], [0.630, 0.499, -1.304]], "nbo_charge": [0.37, 1.10, -0.40, -0.42, -0.27, -0.39, -0.75, -0.41, -0.43, 0.20, 0.23, 0.21, 0.22, 0.23, 0.22, 0.22, 0.22, 0.21, 0.25, 0.41]}


<b>
{"formula": "C5H11N2O2", "method": "ωB97M-V/def2-TZVPD", "e_homo_ev": -14.8636, "multiplicity": 1, "charge": 1, "gap_ha": 0.3028, "symbols": ["C", "C", "C", "C", "C", "N", "N", "O", "O", "H", "H", "H", "H", "H", "H", "H", "H", "H", "H", "H"], "xyz": [[0.913, 0.326, -0.902], [-0.428, 0.732, -0.579], [-0.553, 1.751, 0.560], [-1.103, 1.129, -1.878], [1.435, -2.003, 1.644], [0.568, -1.358, 0.728], [-0.652, -1.423, 0.585], [-1.430, -2.199, 1.020], [-1.288, -0.440, -0.305], [1.256, -0.604, -1.362], [1.788, 1.094, -0.814], [0.358, 2.491, 0.423], [-0.259, 1.160, 1.528], [-1.553, 2.055, 0.613], [-2.274, 1.157, -1.693], [-1.055, 0.428, -2.777], [-0.650, 2.050, -2.280], [2.366, -2.098, 1.142], [1.600, -1.268, 2.434], [0.960, -2.980, 1.914]], "nbo_charge": [0.13, 0.07, -0.60, -0.63, -0.44, -0.22, 0.58, -0.30, -0.34, 0.25, 0.25, 0.24, 0.23, 0.26, 0.29, 0.27, 0.25, 0.24, 0.24, 0.25]}


Most stable of them? <a>.